A molecular structure, C39H34N5O2P2Pt, computed with ωB97M-V with the def2-TZVPD basis set.

Summary:
LUMO energy   2.1 eV
Orbital gap   5.9 eV
Total charge   -1
E_HOMO   -3.77 eV
Spin multiplicity   1
Relative energy (zero: lowest compared OMol25 entry of this formula, charge and spin)   2.148 eV

Cartesian coordinates (Å):
Pt -0.531 -0.534 -2.099
C -2.826 -3.974 -4.628
C -2.567 -2.689 -3.846
O -1.748 -1.876 -4.298
C -3.386 -2.494 -2.680
C -3.514 -1.287 -2.017
C -4.808 -0.973 -1.308
N -2.561 -0.358 -1.991
N -2.946 0.940 -1.691
C -1.976 1.778 -1.905
O -0.787 1.446 -2.335
C -2.205 3.215 -1.627
C -1.117 4.053 -1.412
C -1.313 5.386 -1.084
C -2.599 5.898 -0.981
C -3.689 5.067 -1.215
C -3.494 3.734 -1.536
H -1.923 -4.240 -5.169
H -3.632 -3.795 -5.347
H -3.126 -4.797 -3.978
H -4.146 -3.242 -2.488
H -5.470 -1.837 -1.352
H -5.296 -0.122 -1.785
H -4.629 -0.696 -0.266
H -0.121 3.638 -1.500
H -0.458 6.029 -0.909
H -2.752 6.940 -0.726
H -4.696 5.463 -1.147
H -4.333 3.074 -1.717
N -0.166 -2.464 -1.669
C 0.142 -3.673 -2.146
N 0.195 -4.153 -3.363
C 0.538 -5.430 -3.454
N 0.837 -6.548 -3.591
C 1.824 0.280 1.519
P 1.360 -0.281 -0.185
C 2.890 0.167 -1.087
C 3.242 -0.581 -2.219
C 4.333 -0.220 -2.991
C 5.075 0.910 -2.667
C 4.707 1.682 -1.579
C 3.619 1.314 -0.794
C 1.502 -2.088 0.012
C 2.664 -2.736 0.118
C 2.780 -4.180 -0.060
C 1.761 -4.898 -0.522
C 0.428 -4.280 -0.765
C 0.221 -2.827 -0.298
P 0.602 -0.229 2.824
C -0.503 1.232 2.836
C -0.206 2.376 3.576
C -1.048 3.474 3.551
C -2.206 3.442 2.789
C -2.516 2.310 2.054
C -1.668 1.205 2.072
C 1.572 0.137 4.331
C 1.038 -0.316 5.538
C 1.684 -0.070 6.739
C 2.890 0.619 6.750
C 3.438 1.061 5.556
C 2.781 0.826 4.356
H 1.970 1.363 1.559
H 2.771 -0.231 1.721
H 2.647 -1.446 -2.498
H 4.600 -0.819 -3.852
H 5.928 1.192 -3.273
H 5.262 2.580 -1.337
H 3.338 1.947 0.040
H 3.586 -2.175 0.238
H 3.746 -4.642 0.109
H 1.880 -5.949 -0.753
H -0.377 -4.948 -0.454
H -0.570 -2.656 0.438
H 0.691 2.409 4.184
H -0.800 4.356 4.130
H -2.863 4.303 2.758
H -3.406 2.274 1.442
H -1.918 0.333 1.478
H 0.104 -0.867 5.530
H 1.251 -0.425 7.666
H 3.402 0.805 7.687
H 4.380 1.598 5.557
H 3.220 1.191 3.435


A single C5H10O molecule, computed with ωB97M-V with the def2-TZVPD basis set.

Summary:
LUMO energy   1.1 eV
Orbital gap   11.3 eV
Total charge   0
E_HOMO   -10.19 eV
SMILES string   CC(C)[C@H]1CO1
Spin multiplicity   1
Relative energy (zero: lowest compared OMol25 entry of this formula, charge and spin)   1.255 eV

Cartesian coordinates (Å):
C 0.972 -1.346 -0.269
C 0.313 0.032 -0.326
C -0.231 0.358 -1.715
C -0.730 0.106 0.773
C -0.482 0.970 1.930
O -1.442 1.321 0.940
H 1.342 -1.566 0.740
H 1.817 -1.405 -0.962
H 0.256 -2.131 -0.541
H 1.071 0.789 -0.093
H 0.596 0.445 -2.430
H -0.769 1.311 -1.699
H -0.911 -0.420 -2.081
H -1.350 -0.786 0.906
H -0.866 0.730 2.920
H 0.414 1.592 1.906


A single C4H9NO2 molecule, computed with ωB97M-V with the def2-TZVPD basis set.

Summary:
LUMO energy   0.5 eV
Orbital gap   10.3 eV
Total charge   0
E_HOMO   -9.74 eV
SMILES string   CCCNC(=O)O
Spin multiplicity   1
Relative energy (zero: lowest compared OMol25 entry of this formula, charge and spin)   1.419 eV

Cartesian coordinates (Å):
C 2.572 0.542 0.809
C 1.459 -0.193 1.581
C 0.410 -0.857 0.692
N -0.675 0.035 0.392
C -1.430 -0.009 -0.756
O -2.346 0.778 -0.909
O -0.645 -0.330 -1.889
H 2.986 -0.179 0.072
H 3.411 0.829 1.456
H 2.124 1.267 0.117
H 1.033 0.476 2.352
H 2.067 -0.931 2.080
H 0.788 -1.319 -0.223
H 0.048 -1.715 1.288
H -1.092 0.655 1.073
H -0.851 0.482 -2.384